Density functional theory data (ωB97M-V/def2-TZVPD) for the molecule C28H23NOS2 in a non-equilibrium geometry.

As for the HOMO-LUMO gap: 8.12 eV. The net charge is 0. For the electronic energy, the calculation gives -2007.1919 Ha. Its structure (SMILES) is Cc1ccc(Cc2cc(CC(=O)c3ccccc3)c(S)c3c2Sc2ccccc2N3)cc1.

Cartesian coordinates (Å):
S 0.745 1.826 -3.045
S 3.602 -0.620 0.935
O -0.001 -1.168 2.745
N 2.919 0.134 -1.897
C 1.878 -2.700 6.302
C 1.503 -2.331 5.015
C 1.627 -0.442 7.061
C -4.706 1.737 -2.121
C 2.410 -1.926 -4.931
C -5.752 -0.345 -3.125
C 1.324 0.872 1.377
C -3.370 -0.223 -2.337
C -3.622 2.417 -1.580
C 0.836 -0.126 -4.977
C -1.249 2.610 -0.821
C 2.389 -0.334 -3.119
C 2.918 -1.474 -3.721
C 1.198 -1.002 4.748
C 1.363 0.333 -3.775
C 1.951 -1.768 7.327
C -0.033 1.835 -0.399
C -2.293 0.461 -1.788
C 0.214 1.596 0.947
C 1.370 -1.263 -5.572
C 0.811 -0.566 3.375
C -2.388 1.795 -1.409
C 2.001 0.607 -0.952
C 2.195 0.357 0.420
C 1.518 0.670 2.850
C 0.896 1.368 -1.330
C 1.263 -0.063 5.772
C -4.600 0.410 -2.520
H 0.955 -1.608 -6.504
H -5.910 -0.009 -4.148
H -3.263 -1.255 -2.634
H 2.820 -2.815 -5.385
H -1.649 3.152 0.030
H 1.023 0.975 5.602
H 2.252 -2.047 8.322
H -5.648 2.259 -2.221
H -6.673 -0.226 -2.565
H 1.445 -3.072 4.233
H 3.724 -2.030 -3.263
H 2.574 0.561 3.079
H -3.769 3.451 -1.298
H 0.022 0.429 -5.416
H -1.363 -0.069 -1.655
H 3.005 -1.798 1.187
H 3.514 -0.578 -1.494
H -0.468 1.975 1.694
H 2.132 -3.728 6.512
H -5.490 -1.396 -3.192
H 1.677 0.288 7.852
H -0.930 3.340 -1.567
H 1.102 1.526 3.376



Density functional theory data (ωB97M-V/def2-TZVPD) for CCdF4O3P as an isolated structure in a non-equilibrium geometry.

As for the HOMO-LUMO gap (alpha / beta): 9.08 / 9.67 eV. The net charge is 0. Its spin multiplicity is 2. For the electronic energy, the calculation gives -1172.5005 Ha.

Cartesian coordinates (Å):
Cd -0.883 -0.857 2.332
P -0.790 0.092 -0.453
F -0.343 -0.467 -1.907
F -1.412 0.730 1.051
F -0.962 1.570 -0.996
F -2.247 -0.506 -0.706
O 1.540 0.925 -0.464
O 0.124 -0.879 0.456
O 2.967 -0.565 0.553
C 2.007 -0.042 0.134



Density functional theory data (ωB97M-V/def2-TZVPD) for the molecule C4H6N2O.

As for the HOMO-LUMO gap: 9.61 eV. The net charge is 0. For the electronic energy, the calculation gives -340.6592 Ha. Its structure (SMILES) is CNC(=O)N1C=C1.

Cartesian coordinates (Å):
O 0.781 1.544 1.325
N -0.447 0.845 -0.523
N 1.280 -0.457 0.365
C 0.556 0.686 0.490
C 0.908 -1.572 -0.480
C -1.495 1.795 -0.055
C -1.851 0.572 -0.085
H 0.129 -2.200 -0.024
H 0.534 -1.188 -1.431
H -2.513 -0.277 -0.037
H 1.985 -0.583 1.074
H -1.585 2.859 0.070
H 1.786 -2.194 -0.669



Density functional theory data (ωB97M-V/def2-TZVPD) for a 2-piece molecular cluster, C2H6N2O2S overall in a non-equilibrium geometry.

As for the HOMO-LUMO gap: 10.69 eV. The net charge is 0. For the electronic energy, the calculation gives -737.9269 Ha.

Cartesian coordinates (Å):
S -0.787 -0.722 0.276
O -0.668 -1.229 -1.080
O -2.353 -1.171 0.744
N 0.280 -1.872 1.072
N 2.146 0.680 0.645
C 0.415 1.968 -0.842
C 1.407 1.200 -0.071
H 1.120 -2.091 0.552
H 0.088 2.870 -0.393
H 0.375 -1.595 1.976
H -2.678 -1.528 -0.066
H -0.263 1.219 -1.089
H 0.917 2.271 -1.725



Density functional theory data (ωB97M-V/def2-TZVPD) for C3H4BeLiO3 as an isolated structure in a non-equilibrium geometry.

As for the HOMO-LUMO gap (alpha / beta): 4.06 / 4.07 eV. The net charge is +2. Its spin multiplicity is 2. For the electronic energy, the calculation gives -363.8011 Ha.

Cartesian coordinates (Å):
O 3.112 0.705 1.453
O 2.211 -0.653 0.061
O 0.926 0.714 1.274
C -1.127 -0.971 -0.447
C 2.036 0.202 0.935
C -1.441 0.212 -1.134
Be 0.127 1.629 1.733
Li 0.883 -1.727 -0.767
H -1.592 -1.059 0.547
H -0.957 1.195 -1.097
H -2.403 0.358 -0.566
H -1.775 -0.606 -1.994